Record 1
A molecular structure, C33H35N7O2Rh at a distorted geometry, computed with ωB97M-V with the def2-TZVPD basis set.

## Properties
2S+1 = 1
highest occupied orbital energy (alpha / beta) = -9.60 / -9.60 eV
LUMO (alpha / beta) = -3.392 / -3.392 eV
charge = +1
frontier orbital gap (alpha / beta) = 6.21 / 6.21 eV

The geometry in XYZ format:
```
78
C33H35N7O2Rh (ωB97M-V with the def2-TZVPD basis set)
Rh 0.09 -0.87 -0.54
C 4.40 3.97 2.10
C 3.47 3.14 1.24
C 2.69 3.72 0.25
C 1.91 2.92 -0.58
C 1.14 3.44 -1.69
N 0.19 4.30 -1.56
C -0.52 4.56 -0.30
C -1.90 3.91 -0.39
C -2.53 3.74 0.98
N -2.22 2.41 1.50
C -3.07 1.69 2.17
C -2.92 0.32 2.47
C -3.92 -0.28 3.27
C -3.97 -1.64 3.47
C -5.00 -2.29 4.34
C -3.04 -2.40 2.76
C -2.05 -1.87 1.94
C -1.31 -2.85 1.16
N -0.57 -2.65 0.14
C 0.08 -3.82 -0.46
C 1.60 -3.66 -0.47
C 2.14 -2.79 0.64
N 1.86 -1.37 0.36
C 2.67 -0.49 0.81
C 2.59 0.94 0.60
C 3.41 1.76 1.38
C 1.79 1.52 -0.41
O 0.94 0.92 -1.17
C -1.85 -0.45 1.89
O -0.84 0.12 1.36
H 4.15 5.03 2.04
H 5.44 3.85 1.78
H 4.34 3.67 3.15
H 2.73 4.79 0.09
H 1.34 3.09 -2.70
H -0.28 4.61 -2.41
H -0.58 5.64 -0.12
H 0.08 4.12 0.49
H -1.80 2.92 -0.85
H -2.56 4.49 -1.04
H -3.61 3.82 0.90
H -2.17 4.50 1.68
H -1.38 1.90 1.21
H -3.98 2.19 2.48
H -4.66 0.36 3.72
H -5.50 -1.56 4.98
H -4.55 -3.04 4.99
H -5.77 -2.79 3.74
H -3.12 -3.48 2.82
H -1.48 -3.88 1.45
H -0.29 -3.92 -1.48
H -0.21 -4.71 0.09
H 1.93 -3.24 -1.42
H 2.06 -4.66 -0.39
H 3.21 -2.93 0.74
H 1.67 -3.03 1.60
H 3.51 -0.84 1.41
H 4.02 1.29 2.14
C 0.47 -1.27 -2.94
C 1.50 -2.17 -3.39
C 2.81 -1.73 -3.57
C 3.81 -2.60 -3.99
C 3.50 -3.93 -4.25
C 2.20 -4.38 -4.09
C 1.21 -3.52 -3.66
H -0.55 -1.62 -2.91
H 0.65 -0.21 -2.90
H 3.05 -0.69 -3.37
H 4.82 -2.24 -4.12
H 4.28 -4.61 -4.59
H 1.96 -5.42 -4.32
H 0.19 -3.87 -3.55
N -1.72 -0.23 -1.25
C -2.79 0.06 -1.60
N -3.98 0.43 -1.94
C -4.40 1.48 -1.25
N -4.78 2.41 -0.65
```

Table of Löwdin atomic charges, one value per atom, all in e:
1 Rh 1.04
2 C -0.04
3 C -0.26
4 C 0.02
5 C -0.15
6 C 0.05
7 N 0.11
8 C -0.13
9 C -0.15
10 C -0.16
11 N 0.08
12 C 0.00
13 C -0.11
14 C 0.03
15 C -0.26
16 C -0.04
17 C 0.03
18 C -0.10
19 C -0.06
20 N -0.09
21 C -0.17
22 C -0.16
23 C -0.17
24 N -0.06
25 C -0.06
26 C -0.11
27 C 0.03
28 C -0.31
29 O -0.18
30 C -0.30
31 O -0.10
32 H 0.08
33 H 0.09
34 H 0.08
35 H 0.13
36 H 0.17
37 H 0.18
38 H 0.14
39 H 0.12
40 H 0.11
41 H 0.13
42 H 0.09
43 H 0.13
44 H 0.13
45 H 0.15
46 H 0.13
47 H 0.08
48 H 0.08
49 H 0.09
50 H 0.13
51 H 0.13
52 H 0.10
53 H 0.12
54 H 0.07
55 H 0.13
56 H 0.12
57 H 0.13
58 H 0.14
59 H 0.13
60 C 0.00
61 C -0.33
62 C -0.05
63 C -0.08
64 C -0.08
65 C -0.07
66 C -0.08
67 H 0.04
68 H 0.03
69 H 0.11
70 H 0.10
71 H 0.10
72 H 0.11
73 H 0.11
74 N 0.06
75 C -0.31
76 N 0.07
77 C -0.38
78 N 0.12



Record 2
A molecular structure, C33H35ORuSi at a distorted geometry, computed with ωB97M-V with the def2-TZVPD basis set.

## Properties
2S+1 = 5
highest occupied orbital energy (alpha / beta) = -2.31 / -3.97 eV
LUMO (alpha / beta) = 2.847 / 2.223 eV
⟨S²⟩ = 6.0511
charge = -1
frontier orbital gap (alpha / beta) = 5.16 / 6.19 eV

The geometry in XYZ format:
```
71
C33H35ORuSi (ωB97M-V with the def2-TZVPD basis set)
Ru -0.49 0.60 0.57
C 0.92 1.02 2.08
C 1.31 1.65 0.95
C 0.88 2.96 0.99
H 2.01 1.30 0.22
C 0.30 3.12 2.15
C 0.01 1.94 2.69
H -0.67 1.82 3.52
H 1.46 0.17 2.59
H 1.19 3.78 0.45
H 0.30 4.05 2.76
C -2.21 -0.17 0.67
C -2.04 0.84 1.71
C -2.62 1.93 1.18
H -1.97 0.54 2.72
C -2.90 1.70 -0.05
C -2.47 0.53 -0.51
H -2.65 0.14 -1.48
H -2.23 -1.26 0.78
H -2.77 2.91 1.56
H -3.60 2.27 -0.61
O -1.18 2.95 0.21
C -1.46 4.63 -0.30
C -0.39 4.09 -1.03
C -1.38 4.59 1.03
C -2.58 4.01 -0.69
C -0.41 2.78 -0.96
H 0.60 4.48 -0.76
H -0.45 4.19 -2.08
H -1.05 2.38 -1.74
H 0.78 2.30 -1.18
H -1.26 5.71 1.59
H -0.40 4.44 1.21
H -2.09 3.97 1.51
H -3.38 4.83 -0.93
H -3.01 3.58 0.18
H -2.64 3.50 -1.59
C -0.84 -3.19 -4.31
C -1.80 -2.82 -3.33
C -1.42 -2.39 -2.03
C -0.06 -2.10 -1.76
C 0.91 -2.45 -2.72
C 0.52 -3.01 -3.97
Si 0.40 -1.26 0.06
C 0.19 -2.90 1.06
C -0.26 -2.86 2.40
C -0.53 -4.09 3.04
C -0.28 -5.34 2.41
C 0.25 -5.35 1.10
C 0.50 -4.13 0.43
C 2.39 -1.34 -0.12
C 3.22 -2.15 0.66
C 4.61 -2.18 0.40
C 5.21 -1.39 -0.59
C 4.37 -0.55 -1.35
C 2.98 -0.55 -1.13
H -1.14 -3.64 -5.29
H -2.86 -2.94 -3.60
H -2.20 -2.30 -1.24
H 1.99 -2.31 -2.54
H 1.29 -3.34 -4.68
H -0.38 -1.90 2.94
H -0.94 -4.10 4.05
H -0.47 -6.31 2.92
H 0.48 -6.29 0.59
H 0.92 -4.17 -0.58
H 2.79 -2.80 1.43
H 5.23 -2.85 1.00
H 6.28 -1.48 -0.81
H 4.81 0.09 -2.11
H 2.37 0.10 -1.78
```

Table of Löwdin atomic charges, one value per atom, all in e:
1 Ru 1.12
2 C -0.27
3 C -0.31
4 C -0.21
5 H 0.08
6 C -0.20
7 C -0.13
8 H 0.11
9 H 0.13
10 H 0.10
11 H 0.15
12 C -0.36
13 C -0.28
14 C -0.14
15 H 0.10
16 C -0.21
17 C -0.14
18 H 0.11
19 H 0.09
20 H 0.12
21 H 0.13
22 O -0.37
23 C -0.38
24 C -0.27
25 C -0.17
26 C -0.16
27 C -0.30
28 H 0.13
29 H 0.13
30 H 0.12
31 H 0.21
32 H 0.15
33 H 0.01
34 H 0.08
35 H 0.14
36 H 0.06
37 H 0.09
38 C -0.12
39 C -0.11
40 C -0.12
41 C -0.24
42 C -0.11
43 C -0.11
44 Si 0.61
45 C -0.29
46 C -0.10
47 C -0.11
48 C -0.11
49 C -0.10
50 C -0.10
51 C -0.27
52 C -0.09
53 C -0.10
54 C -0.11
55 C -0.10
56 C -0.16
57 H 0.10
58 H 0.09
59 H 0.10
60 H 0.09
61 H 0.09
62 H 0.10
63 H 0.08
64 H 0.10
65 H 0.09
66 H 0.10
67 H 0.10
68 H 0.09
69 H 0.09
70 H 0.09
71 H 0.10



Record 3
A molecular structure, C33H36AlO17S, computed with ωB97M-V with the def2-TZVPD basis set.

## Properties
2S+1 = 1
highest occupied orbital energy = -5.33 eV
LUMO = 0.250 eV
charge = -1
frontier orbital gap = 5.58 eV

The geometry in XYZ format:
```
88
C33H36AlO17S (ωB97M-V with the def2-TZVPD basis set)
C 0.02 -0.10 -6.72
C -0.28 -1.06 -5.58
C 0.93 -1.32 -4.68
C 0.54 -1.80 -3.29
C 0.10 -0.66 -2.37
C 1.28 0.06 -1.69
C 1.49 -0.34 -0.21
Al 1.31 1.28 0.92
S 1.83 0.87 3.16
C -0.65 1.93 0.88
C -0.60 3.37 0.96
O -0.44 4.15 0.04
H 0.91 -0.42 -7.28
H 0.23 0.91 -6.34
H -0.81 -0.03 -7.43
H -0.63 -2.01 -5.99
H -1.10 -0.67 -4.97
H 1.52 -0.39 -4.59
H 1.59 -2.05 -5.17
H 1.38 -2.32 -2.81
H -0.26 -2.55 -3.38
H -0.50 0.06 -2.94
H -0.55 -1.06 -1.59
H 2.19 -0.13 -2.26
H 1.12 1.15 -1.78
H 2.48 -0.78 -0.06
H 0.77 -1.14 0.06
H 2.26 2.45 0.39
H 1.37 2.02 3.66
H -1.05 1.59 -0.08
H -1.14 1.47 1.74
H -0.66 3.78 1.99
C -2.51 -4.51 -0.28
C -3.47 -5.24 -0.87
C -4.68 -4.62 -1.53
O -5.47 -5.41 -2.04
C -4.83 -3.19 -1.53
C -3.88 -2.45 -0.94
C -2.66 -3.07 -0.27
O -1.87 -2.29 0.22
O -3.89 -1.13 -0.87
O -3.46 -6.57 -0.94
H -1.64 -4.95 0.19
H -5.70 -2.75 -2.00
H -3.07 -0.86 -0.40
H -4.28 -6.80 -1.43
C 1.87 6.43 -0.83
C 3.15 6.17 -0.50
C 4.26 7.19 -0.68
O 5.38 6.85 -0.33
C 3.94 8.49 -1.23
C 2.67 8.74 -1.56
C 1.56 7.72 -1.37
O 0.45 8.11 -1.71
O 2.23 9.88 -2.07
O 3.56 5.04 0.02
H 1.08 5.70 -0.70
H 4.74 9.21 -1.36
H 1.27 9.74 -2.19
H 4.52 5.11 0.18
C -4.06 -0.80 5.13
C -2.98 -0.09 4.77
C -3.09 1.36 4.31
O -2.04 1.90 4.04
C -4.40 1.97 4.20
C -5.47 1.24 4.56
C -5.36 -0.18 5.05
O -6.42 -0.72 5.36
O -6.72 1.68 4.52
O -1.75 -0.55 4.79
H -4.00 -1.83 5.47
H -4.47 2.99 3.85
H -7.26 0.93 4.84
H -1.15 0.15 4.46
C 5.13 -5.16 2.79
C 4.23 -6.01 2.28
C 3.00 -5.53 1.52
O 2.27 -6.42 1.10
C 2.78 -4.13 1.36
C 3.68 -3.27 1.88
C 4.92 -3.74 2.63
O 5.67 -2.87 3.04
O 3.56 -1.96 1.79
O 4.30 -7.33 2.36
H 6.01 -5.49 3.33
H 1.90 -3.78 0.83
H 4.31 -1.54 2.25
H 3.51 -7.65 1.89
```

Table of Löwdin atomic charges, one value per atom, all in e:
1 C -0.12
2 C -0.28
3 C -0.23
4 C -0.22
5 C -0.22
6 C -0.28
7 C -0.28
8 Al 0.06
9 S 0.28
10 C -0.20
11 C -0.43
12 O -0.05
13 H 0.07
14 H 0.07
15 H 0.06
16 H 0.10
17 H 0.10
18 H 0.11
19 H 0.11
20 H 0.11
21 H 0.10
22 H 0.10
23 H 0.08
24 H 0.10
25 H 0.08
26 H 0.03
27 H 0.04
28 H -0.05
29 H -0.27
30 H 0.07
31 H 0.03
32 H 0.11
33 C 0.08
34 C -0.24
35 C -0.32
36 O 0.09
37 C 0.07
38 C -0.23
39 C -0.30
40 O 0.11
41 O 0.13
42 O 0.11
43 H 0.14
44 H 0.13
45 H 0.12
46 H 0.11
47 C 0.09
48 C -0.22
49 C -0.31
50 O 0.09
51 C 0.06
52 C -0.24
53 C -0.31
54 O 0.09
55 O 0.10
56 O 0.11
57 H 0.11
58 H 0.13
59 H 0.11
60 H 0.12
61 C 0.06
62 C -0.23
63 C -0.30
64 O 0.10
65 C 0.08
66 C -0.24
67 C -0.32
68 O 0.08
69 O 0.10
70 O 0.12
71 H 0.13
72 H 0.14
73 H 0.11
74 H 0.11
75 C 0.06
76 C -0.24
77 C -0.32
78 O 0.08
79 C 0.08
80 C -0.22
81 C -0.31
82 O 0.11
83 O 0.11
84 O 0.10
85 H 0.13
86 H 0.13
87 H 0.13
88 H 0.11